C9H10Cl2O5Rh | the ωB97M-V functional and the def2-TZVPD basis

molar mass	371.99	g/mol
HOMO level	-13.51	eV
net charge	+1
gap between HOMO and LUMO	7.90	eV
energy above the lowest of the compared OMol25 structures with the same formula, charge and spin	0.0	kcal/mol
LUMO energy	-5.61	eV

```
27
Properties=species:S:1:pos:R:3:lowdin_charge:R:1
Rh -1.4824 0.6664 -0.3000 0.99
O 1.5252 2.0096 -2.3502 0.19
C 0.9958 1.4752 -1.4287 -0.51
O -0.2279 1.9111 -1.0133 -0.14
C 1.6077 0.3501 -0.5999 -0.08
C 1.2024 0.4523 0.8695 -0.20
C 1.9907 -0.4932 1.7564 -0.07
C 1.4203 -1.8773 1.3640 -0.07
C 0.3883 -1.5228 0.3096 -0.19
O -0.1246 -0.2270 0.8427 -0.21
C 1.0331 -1.0643 -0.9988 -0.08
C 0.0103 -0.9756 -2.1190 -0.53
O 0.2184 -1.2899 -3.2493 0.19
O -1.2182 -0.5561 -1.7458 -0.15
H 2.6860 0.4040 -0.7271 0.17
H 1.0724 1.4639 1.2427 0.17
H 1.8082 -0.2770 2.8063 0.13
H 3.0580 -0.3956 1.5691 0.14
H 0.9523 -2.3670 2.2145 0.13
H 2.1686 -2.5513 0.9516 0.14
H -0.4439 -2.2119 0.1998 0.17
H 1.8121 -1.7466 -1.3296 0.17
Cl -3.5760 1.6130 -1.2565 0.70
C -4.2555 1.8287 0.3808 -0.82
Cl -3.0223 1.3281 1.5852 0.65
H -5.1142 1.1770 0.4905 0.05
H -4.4849 2.8762 0.5354 0.06
```